C34H29N3O8Ta | the ωB97M-V functional and the def2-TZVPD basis

Cartesian coordinates (Å):
O: -1.14 -0.39 0.94
H: -2.89 2.24 -2.16
O: 1.89 1.67 -0.01
C: -0.20 -5.33 -0.71
N: -1.61 1.85 -0.56
C: -0.99 1.00 -4.08
C: -3.93 2.31 0.30
C: 2.95 1.90 2.14
H: 2.88 -3.51 0.09
H: 6.13 0.79 2.47
C: 5.10 2.03 3.88
C: 2.80 -3.64 -0.98
H: -2.05 -2.66 0.22
C: -6.67 1.79 0.37
C: -0.53 -4.01 -0.46
C: -4.40 1.00 0.44
C: 2.82 2.61 3.32
H: -7.73 1.59 0.41
C: 1.61 -3.31 -1.63
C: -1.61 -0.76 2.22
H: -2.31 3.68 0.15
N: 0.12 0.74 -2.12
C: -4.85 3.34 0.17
H: 0.58 -3.28 -3.53
C: 0.26 0.44 -4.35
H: -1.62 0.13 2.86
H: 0.77 -5.59 -1.10
C: -1.96 1.80 -1.82
C: 1.79 1.72 1.25
C: 1.50 -3.50 -3.00
C: -1.12 -6.34 -0.45
H: -6.11 -0.27 0.58
H: -1.76 1.26 -4.79
H: -2.08 2.45 1.38
O: 0.63 1.49 1.74
H: 0.66 0.18 -5.31
O: 0.83 -2.46 1.55
H: -0.93 -1.50 2.64
C: -2.45 2.62 0.37
C: -1.05 1.19 -2.71
C: 2.57 -4.02 -3.72
H: -4.50 4.36 0.06
O: -0.35 -1.82 -1.51
H: -3.69 0.18 0.51
C: -5.76 0.75 0.47
H: 2.47 -4.17 -4.79
O: 1.43 -0.89 0.07
H: -0.33 -2.02 -2.45
C: 3.91 2.68 4.16
C: 3.86 -4.16 -1.70
H: 5.91 2.09 4.59
H: -3.68 -4.45 0.72
C: -1.79 -3.70 0.06
H: -0.87 -7.37 -0.66
H: 1.89 -0.11 -2.93
Ta: 0.08 0.45 -0.04
H: -2.62 -1.18 2.18
C: 5.21 1.31 2.70
C: -2.70 -4.70 0.32
H: 4.77 -4.43 -1.19
H: 1.89 3.10 3.58
C: 0.40 -2.85 -0.82
C: 0.91 -2.09 0.42
H: -3.10 -6.81 0.23
H: 4.57 -4.78 -3.63
C: 4.15 1.26 1.81
C: -2.37 -6.03 0.05
C: 0.91 0.29 -3.13
C: -6.21 3.09 0.21
H: 4.23 0.72 0.88
C: 3.75 -4.36 -3.07
O: 2.76 4.07 5.58
N: 3.80 3.47 5.40
O: 4.75 3.47 6.15
H: -6.91 3.90 0.11

Calculated values
charge = +1
spin multiplicity = 1
ΔE to the lowest compared entry with this formula, charge and spin = 71.2 kJ/mol
lowest unoccupied orbital energy = -4.0 eV

=====

CH4O3S | the ωB97M-V functional and the def2-TZVPD basis

Cartesian coordinates (Å):
H: 0.49 1.97 0.28
O: 1.04 -0.50 -0.55
O: -1.19 -1.28 0.29
H: -1.16 1.81 0.82
H: -0.88 1.50 -0.74
O: 1.45 -1.89 -0.31
S: -0.12 -0.40 0.64
C: -0.44 1.34 0.19
H: 0.80 -2.55 -0.63

Calculated values
spin multiplicity = 1
ΔE to the lowest compared entry with this formula, charge and spin = 417.6 kJ/mol
lowest unoccupied orbital energy = 0.7 eV

=====

C3H7FN2O | the ωB97M-V functional and the def2-TZVPD basis

Cartesian coordinates (Å):
H: 0.13 1.99 0.23
F: -4.07 -0.56 0.45
H: 1.36 0.32 -1.16
C: 0.69 -0.18 -0.37
C: -0.13 0.99 0.38
H: -0.98 -1.10 -1.80
H: -0.36 1.03 1.41
H: -3.41 0.10 0.26
N: 1.29 -1.10 0.47
C: -0.62 -0.49 -0.99
N: -1.22 0.43 -0.30
H: 2.13 -0.73 0.92
O: -2.43 0.86 -0.26
H: 0.54 -1.49 1.16

Calculated values
spin multiplicity = 1
ΔE to the lowest compared entry with this formula, charge and spin = 300.7 kJ/mol
lowest unoccupied orbital energy = 0.2 eV
SMILES string = N[C@H]1C=[N+]([O-])C1.F

=====

C2Br4 | the ωB97M-V functional and the def2-TZVPD basis

Cartesian coordinates (Å):
Br: 1.15 2.06 -0.08
Br: -1.15 -2.05 0.10
Br: -1.34 0.50 -1.91
C: 0.64 0.37 0.45
Br: 1.33 -0.53 1.89
C: -0.65 -0.37 -0.44

Calculated values
spin multiplicity = 1
ΔE to the lowest compared entry with this formula, charge and spin = 0.0 kJ/mol
lowest unoccupied orbital energy (alpha / beta) = -0.4 / -0.4 eV
SMILES string = BrC(Br)=C(Br)Br

=====

C37H33CrN2O4 | the ωB97M-V functional and the def2-TZVPD basis

Cartesian coordinates (Å):
C: 3.66 1.32 1.29
H: -1.91 1.74 0.69
H: 3.34 -1.41 3.12
C: 1.96 0.78 6.58
C: 1.27 -1.35 5.13
H: 0.14 0.48 7.71
C: 1.79 -1.02 0.07
C: -2.70 -2.84 4.65
C: 3.28 -5.48 3.48
C: 1.65 -0.31 5.65
C: -1.40 -2.35 4.63
H: -3.94 -4.59 4.88
H: -1.99 -6.13 5.27
C: 4.48 -5.15 4.12
H: 0.29 -1.60 2.28
C: 1.43 1.96 8.66
C: 4.78 -0.05 8.72
O: 2.64 -2.60 8.40
C: 0.15 0.49 2.09
H: 5.36 -5.78 4.02
C: 3.45 -3.16 5.03
C: 2.69 -1.43 8.34
H: 4.09 -1.42 1.51
N: 2.41 0.71 1.69
H: -1.22 -1.28 4.53
H: -5.58 -0.52 0.79
C: -4.70 -0.14 1.29
H: 3.21 -6.39 2.87
H: 3.50 -2.24 5.61
H: -0.77 0.39 4.05
C: 3.57 2.32 7.58
H: 5.49 -3.70 5.39
H: 2.98 3.27 9.43
O: 2.69 -0.49 11.38
C: 3.22 1.40 6.58
C: 1.32 1.47 2.04
C: 1.09 1.04 7.67
C: -3.82 0.72 0.62
C: 1.05 -2.64 4.65
H: 4.44 1.08 2.02
C: -2.63 1.11 1.23
C: 2.15 -4.68 3.65
H: 2.72 -0.95 -0.50
H: -3.54 -2.16 4.52
H: 1.06 -0.32 -0.36
H: 0.31 -5.23 5.21
H: -5.14 -1.12 3.17
H: 3.98 0.92 0.32
N: 0.84 -0.75 2.34
C: -3.32 0.03 3.27
C: -4.45 -0.47 2.63
H: -3.16 -0.12 4.34
O: 1.32 2.67 2.31
Cr: 2.96 0.44 8.47
H: 4.54 2.81 7.55
C: -0.94 0.91 3.10
C: -0.29 -3.20 4.72
C: 2.69 2.58 8.63
H: -0.79 1.98 3.29
C: -0.54 -4.57 5.01
C: 4.56 -3.98 4.89
H: -0.28 0.46 1.06
C: 2.75 -0.02 10.31
H: 3.53 2.40 1.25
C: -2.32 0.67 2.53
C: 2.07 -0.70 1.55
C: 2.21 -3.51 4.44
H: 1.40 -2.04 0.00
H: 1.21 -4.95 3.15
H: 2.87 -2.65 1.94
C: -2.92 -4.21 4.86
H: 0.73 2.16 9.47
H: -4.04 1.06 -0.39
C: 3.16 -1.60 2.06
H: 3.92 1.15 5.77
O: 5.83 -0.49 8.99
C: -1.84 -5.07 5.06

Calculated values
charge = +2
spin multiplicity = 4
lowest unoccupied orbital energy (alpha / beta) = -5.5 / -9.8 eV

=====

C24H33Ge2O2Tl | the ωB97M-V functional and the def2-TZVPD basis

Cartesian coordinates (Å):
C: -1.29 -3.84 6.23
H: 0.97 4.32 2.06
Ge: -0.06 -1.09 1.53
C: 0.35 -0.32 4.12
C: 0.76 2.88 -5.47
H: -1.40 -3.52 0.25
H: -0.40 3.55 5.01
H: 0.41 -0.42 -1.04
C: 0.26 -0.99 -6.01
C: 0.37 1.60 -6.08
H: -1.56 -2.43 -1.24
C: 1.41 -1.76 0.42
H: -2.90 -2.96 -0.39
H: 2.52 3.96 1.48
H: -2.17 3.89 4.87
H: -1.79 -3.85 7.15
O: 0.41 0.32 -3.99
H: 1.11 3.25 0.70
H: -0.46 -6.04 3.78
H: 0.09 -1.91 -5.39
H: -1.26 -1.67 5.90
C: 1.77 2.32 2.64
C: -0.98 -2.66 5.50
C: 0.01 -1.50 3.55
H: -1.20 -5.92 6.18
H: 1.37 -2.86 0.36
H: 1.22 -1.08 -6.55
H: -2.09 -0.50 0.13
C: -0.45 -2.75 4.22
H: 1.32 4.94 -6.02
H: 0.83 4.73 -8.33
H: 0.48 2.49 -9.41
C: 0.95 3.99 -6.36
H: -1.54 2.35 5.63
C: 1.59 3.50 1.65
O: 0.96 3.06 -4.21
H: 0.13 -4.10 2.62
C: 0.35 0.38 -5.27
H: 1.03 -1.72 -1.90
C: -0.98 -5.04 5.64
H: 2.37 -1.45 0.83
H: 2.54 1.62 2.26
C: -0.23 -3.99 3.61
H: 1.05 -0.23 4.95
C: 0.86 3.82 -7.74
H: -2.24 1.71 3.47
H: 0.24 0.48 -7.97
C: -1.88 -2.63 -0.18
C: 1.29 -1.09 -0.99
C: -0.45 -5.12 4.34
Ge: 0.05 1.22 2.83
H: -0.51 -0.91 -6.78
C: -1.41 3.12 4.82
C: 0.57 2.61 -8.35
H: 2.15 -0.36 -1.21
H: -1.47 3.06 2.65
Tl: 0.03 1.95 -2.45
C: -1.42 2.39 3.49
H: 2.06 2.63 3.65
C: 0.37 1.50 -7.52
H: -2.35 -1.53 1.63
C: -1.75 -1.39 0.70

Calculated values
spin multiplicity = 1
ΔE to the lowest compared entry with this formula, charge and spin = 94.2 kJ/mol
lowest unoccupied orbital energy = -0.1 eV

=====

C4H7NO2 | the ωB97M-V functional and the def2-TZVPD basis

Cartesian coordinates (Å):
H: 1.56 0.91 -1.35
H: -1.19 0.18 2.76
O: -0.33 -0.87 -2.54
C: -0.14 -0.04 -0.46
H: -0.67 0.36 -1.47
C: -0.07 -1.20 -1.39
C: -0.78 -0.46 0.88
H: 0.09 -2.25 -1.14
H: 0.82 1.85 -0.07
H: -0.32 1.33 1.83
H: 1.87 0.49 0.35
C: 1.11 0.84 -0.36
O: -1.36 -1.52 1.00
N: -0.61 0.38 1.96

Calculated values
spin multiplicity = 1
ΔE to the lowest compared entry with this formula, charge and spin = 189.4 kJ/mol
lowest unoccupied orbital energy = 0.6 eV
SMILES string = C[C@@H](C=O)C(N)=O

=====

C8H12N4OS | the ωB97M-V functional and the def2-TZVPD basis

Cartesian coordinates (Å):
C: -1.03 0.77 1.49
H: -1.93 1.44 1.66
O: 3.48 0.40 0.53
N: 4.88 -1.32 -0.37
N: 1.57 -0.48 -0.04
H: -1.90 0.08 -1.82
H: -0.20 1.00 2.07
N: 0.25 -0.72 -0.03
H: -1.04 2.34 -0.79
C: 3.71 -0.82 -0.14
H: 0.49 2.28 0.10
C: -0.29 -1.89 0.49
H: -2.84 0.86 -0.62
C: -0.74 0.49 0.08
H: 0.49 -2.45 1.00
C: -0.16 1.68 -0.62
S: -2.87 -1.39 -0.14
H: 5.66 -0.83 0.02
H: -1.45 -0.17 1.94
N: 2.10 0.56 0.57
H: 2.29 -2.36 -0.58
C: -1.54 -2.25 0.50
H: 0.51 1.46 -1.46
C: 2.47 -1.31 -0.43
H: -1.95 -3.04 1.01
C: -2.04 0.16 -0.69

Calculated values
spin multiplicity = 1
ΔE to the lowest compared entry with this formula, charge and spin = 588.8 kJ/mol
lowest unoccupied orbital energy (alpha / beta) = 0.4 / 0.4 eV

=====

C45H105N4O19P | the ωB97M-V functional and the def2-TZVPD basis

Cartesian coordinates (Å):
H: 0.30 6.80 1.19
O: -4.53 -1.61 -1.75
O: -1.78 -6.38 -5.12
H: -5.61 -3.93 3.22
O: 1.03 4.29 -1.96
C: -4.17 5.25 0.91
C: -1.42 -1.78 4.20
H: -1.41 -4.99 2.40
H: 7.99 -2.30 3.98
C: -2.73 -6.74 -4.49
O: -5.72 0.26 -2.10
H: 5.42 -7.45 -3.00
H: 4.49 -1.97 -3.22
H: 2.85 -1.30 1.21
H: 4.19 2.84 0.71
C: -0.05 5.86 -3.55
C: 5.49 -4.26 -2.82
H: -0.83 -2.72 -1.21
H: -1.82 -5.09 -2.33
H: 2.13 0.74 -5.93
C: 1.02 -2.13 -2.90
C: 1.61 -0.22 -6.10
H: 2.64 -1.44 3.62
H: -2.88 7.64 2.77
H: -0.50 5.83 -4.54
H: -3.42 -4.39 -2.34
H: -6.86 -0.02 1.07
H: -0.91 -0.84 4.32
H: -2.64 0.76 -0.34
H: 5.67 -6.44 -4.37
H: 1.82 0.01 1.62
H: -3.88 3.12 0.77
H: -4.55 8.14 0.22
H: -5.39 0.73 1.50
H: 0.57 9.36 0.77
C: -2.69 -4.91 -2.96
C: -4.57 3.80 1.27
H: 0.92 6.35 -3.59
H: 4.13 -1.56 -1.59
H: 0.33 -2.05 -2.06
H: -2.40 7.06 1.21
H: -0.65 6.51 -2.90
O: -3.44 -7.82 -4.83
H: -4.83 -9.21 -4.42
H: -0.88 -2.41 3.49
H: 2.24 1.75 -2.48
H: -2.43 -4.17 -3.73
H: 4.83 1.35 5.33
H: -0.88 -6.64 2.83
H: 1.64 -2.16 -5.50
C: -1.26 -1.90 -0.63
C: -5.31 6.30 2.72
O: -4.80 -2.02 3.40
C: 0.62 8.59 0.00
C: 4.96 2.58 3.62
N: 0.92 -1.09 -3.90
H: -2.87 -1.87 0.88
O: 0.61 -5.21 3.01
H: 7.33 -0.13 4.92
H: -5.31 -2.34 -3.51
N: 5.69 0.20 3.75
C: 1.99 -0.73 0.84
H: 1.09 -2.57 0.17
H: -6.26 -2.79 4.56
O: 1.25 6.36 -0.58
O: -0.67 4.68 -0.08
H: 1.66 -3.80 -4.18
C: -3.28 7.32 1.81
C: -0.89 0.10 0.74
H: 1.34 8.93 -0.75
C: -5.88 -2.94 3.55
O: -5.24 -0.54 -0.06
H: 3.61 1.36 -0.09
H: -5.58 3.56 0.92
H: 0.33 0.31 -2.45
C: 5.53 1.45 4.49
C: -3.62 -2.48 3.77
H: 0.56 0.01 -6.23
H: 2.93 -1.23 -4.65
C: 2.05 2.75 0.37
H: -4.64 6.21 4.73
H: 3.17 -0.36 4.90
C: -4.54 -8.24 -4.03
H: -5.41 -7.59 -4.15
C: -5.24 -0.55 -1.38
H: 6.01 -1.23 5.35
H: -1.91 -3.32 0.99
C: 3.27 -5.12 0.79
H: 4.75 3.46 4.24
H: -0.90 4.17 -2.56
H: 3.78 2.85 -1.00
H: 0.70 -4.31 -2.83
H: 6.93 -6.34 -3.11
H: 1.76 2.41 1.37
P: 0.71 4.87 -0.51
H: -5.94 6.95 2.08
C: 3.53 -1.04 4.12
H: -0.07 0.65 1.20
C: 2.35 0.75 -2.92
O: 4.88 -3.50 -1.95
H: -4.85 8.82 1.79
O: -3.38 -3.60 4.16
H: 2.71 0.03 -2.19
C: 3.49 2.45 -0.03
H: -4.29 -8.40 -2.98
O: 6.34 -3.92 -3.58
C: 1.15 -5.27 1.80
C: -4.40 -1.85 -3.13
H: -1.19 1.17 -1.19
C: 6.53 -0.73 4.51
H: 2.23 -0.30 -0.12
H: -0.37 8.52 -0.45
C: -1.61 1.08 -0.19
H: 2.00 -0.56 -7.06
H: 3.19 -6.12 0.35
H: 6.29 -2.63 3.51
C: -5.17 6.94 4.09
H: 2.02 -2.16 -2.41
H: 0.53 -2.01 1.75
H: 2.93 -4.39 0.05
C: 0.79 -1.68 0.73
H: 7.20 -1.53 2.59
H: -1.50 -2.35 5.13
O: 5.11 -5.49 -2.63
C: -0.77 -5.58 3.05
C: 1.88 -1.23 -4.98
H: 0.46 0.94 -4.04
H: -3.39 9.26 0.83
H: -1.77 -1.33 -1.42
H: 6.51 1.79 4.82
O: 0.57 -5.45 0.78
C: -4.05 8.45 1.14
N: -4.02 6.08 2.09
N: -0.32 -1.03 0.06
C: -2.30 -2.58 0.28
C: 4.85 -2.10 -2.20
H: -1.61 2.09 0.23
C: 7.05 -1.86 3.62
H: -5.85 5.36 2.82
O: -2.73 -1.50 3.73
H: 3.93 0.41 2.61
H: 0.27 3.75 -3.80
H: 1.42 2.18 -0.32
H: -3.20 5.16 0.42
H: 3.99 2.27 3.22
H: -4.56 3.57 2.33
O: 2.44 -5.13 1.95
C: 0.96 0.26 -3.35
H: -4.89 5.67 0.18
H: -2.99 -3.17 -0.33
H: -4.61 7.87 4.06
H: -6.68 -2.53 2.93
H: -6.08 7.08 4.69
O: -3.23 -6.13 -3.42
H: -6.18 1.33 0.04
C: 0.06 4.45 -3.00
H: 3.98 -1.91 4.61
H: -1.06 -5.36 4.08
H: 3.03 0.89 -3.76
H: 5.85 -1.69 -2.18
C: 0.82 -3.50 -3.55
C: 4.49 -0.35 3.16
H: 4.29 -4.87 1.03
C: -5.98 0.44 0.63
H: -4.16 -0.97 -3.72
C: 5.87 -6.51 -3.29
H: 5.52 2.86 2.73
H: -3.64 -2.61 -3.29
H: 4.79 -1.06 2.39
O: 1.88 4.19 0.32
C: 1.05 7.25 0.53
H: -1.59 -0.15 1.55
H: -0.12 -3.47 -4.10
H: 1.95 7.34 1.15

Calculated values
spin multiplicity = 1
lowest unoccupied orbital energy = 0.6 eV
SMILES string = CCOP(=O)(OCC)OCC.CCN(CC)CC.CCN(CC)CC.CCN(CC)CC.CCN(CC)CC.COC(=O)OC.COC(=O)OC.COC(=O)OC.COC(=O)OC.COC(=O)OC

=====

C4H7NO | the ωB97M-V functional and the def2-TZVPD basis

Cartesian coordinates (Å):
H: -1.68 1.09 0.92
H: 1.39 -1.57 0.38
H: 0.43 2.26 0.05
C: 1.23 0.44 -0.38
C: 0.69 -0.99 -0.23
O: 2.27 0.78 -0.90
H: -1.48 0.81 -0.82
N: 0.30 1.27 0.19
H: 0.66 -1.46 -1.22
H: -1.45 -1.48 -0.03
H: -0.65 -1.01 1.48
C: -1.02 0.67 0.16
C: -0.69 -0.82 0.40

Calculated values
spin multiplicity = 1
ΔE to the lowest compared entry with this formula, charge and spin = 4.7 kJ/mol
lowest unoccupied orbital energy = 1.0 eV
SMILES string = O=C1CCCN1

=====

C3H11NO3S | the ωB97M-V functional and the def2-TZVPD basis

Cartesian coordinates (Å):
C: -0.54 1.10 -0.10
N: 0.93 -0.85 -0.84
H: -0.26 -2.49 -0.11
C: 0.60 -2.17 -0.79
H: -2.57 1.39 1.04
O: 1.25 -3.01 -1.37
H: 0.59 -0.40 1.11
O: 1.53 1.50 3.02
S: -1.34 1.69 1.46
H: 1.39 0.97 0.17
O: -1.44 -0.94 -3.23
H: -0.49 -0.97 -3.36
H: 1.68 -0.75 -1.52
H: -0.18 2.10 -0.35
H: -1.19 0.73 -0.89
H: 0.68 1.22 3.37
H: -1.76 -0.04 -3.07
H: 1.44 2.46 2.98
C: 0.67 0.16 0.17

Calculated values
spin multiplicity = 1
ΔE to the lowest compared entry with this formula, charge and spin = 151.7 kJ/mol
lowest unoccupied orbital energy = 0.4 eV
SMILES string = O=CNCCS.O.O